Entry 1:
One molecule with the formula C2H4Si at a distorted geometry. Source: the Open Molecules 2025 dataset; level of theory: wB97M-V/def2-TZVPD.

The value obtained for the maximum force is 0.0598 Eh/bohr. For the HOMO energy (alpha / beta), the calculation gives -8.97 / -8.86 eV. The calculation puts the energy above the lowest of the compared OMol25 structures with the same formula, charge and spin at 7.016 eV.

Element x y z (Å)
C -1.506 -0.468 0.308
C 1.276 -0.440 -0.164
Si -0.151 0.639 -0.038
H -2.147 -0.736 -0.523
H 1.234 -1.520 0.405
H 0.170 1.604 -1.094
H 1.124 0.920 1.106


Entry 2:
C2H5AgO2 as an isolated structure at a distorted geometry. Source: the Open Molecules 2025 dataset; level of theory: wB97M-V/def2-TZVPD.

The value obtained for the maximum force is 0.1182 Eh/bohr. For the HOMO energy (alpha / beta), the calculation gives -6.23 / -6.23 eV.

Element x y z (Å)
H -1.779 -1.051 -1.817
O -1.251 -0.347 -1.011
O 0.959 -0.900 1.609
C 1.227 0.158 0.971
C 0.342 0.848 0.116
H 2.246 0.593 1.058
H -0.427 1.441 0.632
H 0.790 1.201 -0.820
H -2.020 0.119 -0.669
Ag -0.086 -2.064 -0.069


Entry 3:
One molecule with the formula C2H5B at a distorted geometry. Source: the Open Molecules 2025 dataset; level of theory: wB97M-V/def2-TZVPD.

The value obtained for the maximum force is 0.0891 Eh/bohr. For the HOMO energy, the calculation gives -10.31 eV. Its SMILES is BC=C. The calculation puts the energy above the lowest of the compared OMol25 structures with the same formula, charge and spin at 0.878 eV.

Element x y z (Å)
B 0.361 -0.729 0.919
C -0.553 -0.030 0.019
C -0.023 0.775 -0.937
H 0.079 -0.805 1.945
H 1.573 -0.931 0.513
H -1.642 -0.072 0.034
H -0.533 1.414 -1.504
H 1.018 1.071 -0.864


no.,energy (hartree)
1,-367.7449
2,-376.4617
3,-103.9601